<a>
Formula: C3H10N3
Source: the Open Molecules 2025 dataset
Level of theory: ωB97M-V/def2-TZVPD

Positions of all 16 atoms, in Å:
N: -1.92767 0.12131 0.58732
N: 0.44032 0.43065 1.30210
N: -1.02651 0.87473 -0.31341
C: 0.23779 0.36807 -0.14863
C: 1.42397 0.02988 -1.05642
C: 0.85200 -1.35589 -0.81951
H: -0.35171 -0.09225 1.73860
H: 1.40057 -2.10355 -0.07213
H: 0.20201 -1.88706 -1.47333
H: -2.67718 -0.17918 -0.00231
H: 0.42815 1.39556 1.60348
H: 2.31381 0.30122 -0.60578
H: -2.36260 0.94312 1.16807
H: -1.35792 0.86640 -1.34458
H: 1.23336 0.43134 -2.12825
H: 1.17159 -0.14435 1.56480

Calculated values
Charge: +1
HOMO-LUMO gap in eV: 9.28

Atom charges from the Löwdin analysis, given in e for atoms 1 to 4: N 0.01; N 0.23; N -0.06; C -0.36

***

<b>
Formula: C3H10N3
Source: the Open Molecules 2025 dataset
Level of theory: ωB97M-V/def2-TZVPD

Positions of all 16 atoms, in Å:
N: 1.44248 0.81960 -1.72531
N: -0.58029 -0.07638 1.23191
N: -0.43161 -0.47715 -1.32149
C: -1.29149 0.84485 1.71789
C: 0.54563 -0.10244 -2.07596
C: 0.21019 -0.96968 2.09622
H: 0.64776 -0.43256 2.92695
H: 2.26097 0.95827 -2.29327
H: 1.44192 1.19944 -0.79383
H: -1.89470 1.45774 1.05220
H: -0.52639 -0.27462 0.02727
H: -0.44170 -1.75724 2.46296
H: 0.99115 -1.42784 1.50258
H: -1.04850 -1.12351 -1.79447
H: 0.65421 -0.50704 -3.07823
H: -1.32394 1.03764 2.78446

Calculated values
Charge: +1
HOMO-LUMO gap in eV: 10.67

Atom charges from the Löwdin analysis, given in e for atoms 1 to 4: N 0.14; N -0.07; N 0.08; C 0.09

***

Decreasing stability: <b>, <a>